Entry 1:
This record from OMol25 describes a molecular structure, C21H49Be2N7O11S in a non-equilibrium geometry. The level of theory is ωB97M-V/def2-TZVPD.

Calculated values
Electronic energy   -2467.4083 Eh
Total charge   +2
Energy above the lowest of the compared OMol25 structures with the same formula, charge and spin   2.341 eV
HOMO   -12.9114 eV

Geometry (Å):
Be (-1.685, -1.840, 2.123)
Be (1.304, 1.564, -1.921)
S (-0.036, -0.119, 0.239)
O (-0.110, 1.312, 0.101)
O (0.319, -0.537, 1.589)
O (-1.321, -0.776, -0.006)
O (0.983, -0.476, -0.789)
C (-4.069, -3.950, 0.305)
O (-3.003, -3.420, 0.615)
N (-4.745, -3.489, -0.785)
C (-5.862, -4.162, -1.416)
C (-4.399, -2.348, -1.627)
H (-4.507, -4.860, 0.743)
H (-5.725, -4.329, -2.484)
H (-6.724, -3.495, -1.386)
H (-6.016, -5.120, -0.920)
H (-5.260, -1.845, -2.066)
H (-3.686, -1.672, -1.156)
H (-3.852, -2.784, -2.464)
C (1.964, 5.018, 4.186)
O (1.382, 4.373, 5.097)
N (2.206, 4.622, 2.916)
C (2.940, 5.383, 1.987)
C (1.850, 3.272, 2.473)
H (2.463, 5.969, 4.429)
H (3.908, 4.946, 1.743)
H (2.951, 6.435, 2.273)
H (2.314, 5.441, 1.097)
H (2.699, 2.644, 2.202)
H (1.173, 2.684, 3.092)
H (1.364, 3.438, 1.512)
C (-1.613, 1.342, 3.550)
O (-1.920, 0.184, 3.475)
N (-2.158, 2.126, 4.455)
C (-3.178, 1.553, 5.337)
C (-1.767, 3.518, 4.465)
H (-0.810, 1.746, 2.914)
H (-3.552, 0.529, 5.310)
H (-4.095, 2.125, 5.195)
H (-2.886, 1.785, 6.361)
H (-1.128, 3.726, 5.324)
H (-1.258, 3.821, 3.550)
H (-2.641, 4.169, 4.486)
C (4.009, -1.020, -2.503)
O (3.158, -0.160, -2.803)
N (5.323, -0.757, -2.345)
C (6.279, -1.800, -2.219)
C (5.955, 0.554, -2.682)
H (3.724, -2.046, -2.225)
H (5.836, -2.796, -2.239)
H (6.853, -1.671, -1.301)
H (6.866, -1.897, -3.132)
H (6.785, 0.627, -1.979)
H (6.347, 0.691, -3.690)
H (5.290, 1.410, -2.571)
C (-1.964, 3.904, 0.747)
O (-1.779, 4.928, 1.360)
N (-2.998, 3.128, 0.835)
C (-3.032, 1.876, 0.052)
C (-4.183, 3.408, 1.647)
H (-1.236, 3.470, 0.045)
H (-4.062, 1.766, -0.288)
H (-2.659, 1.003, 0.585)
H (-2.346, 2.069, -0.773)
H (-4.291, 4.403, 2.081)
H (-5.113, 3.288, 1.091)
H (-4.273, 2.753, 2.513)
C (0.134, -0.560, -4.730)
O (0.305, 0.255, -3.807)
N (-0.348, -1.844, -4.562)
C (-0.499, -2.842, -5.600)
C (-0.773, -2.338, -3.253)
H (0.427, -0.472, -5.788)
H (-0.253, -2.388, -6.560)
H (-1.528, -3.192, -5.680)
H (0.142, -3.715, -5.478)
H (-0.341, -3.318, -3.051)
H (-0.381, -1.702, -2.459)
H (-1.861, -2.366, -3.191)
C (2.982, -2.497, 1.007)
O (3.904, -2.557, 1.803)
N (2.932, -3.331, -0.058)
C (1.719, -3.347, -0.836)
C (3.992, -4.223, -0.406)
H (2.135, -1.795, 1.053)
H (1.834, -2.935, -1.838)
H (0.945, -2.709, -0.410)
H (1.306, -4.354, -0.911)
H (4.949, -3.973, 0.052)
H (3.683, -5.242, -0.176)
H (4.291, -4.194, -1.454)



Entry 2:
This record from OMol25 describes a molecular structure, C21H49BrI2N2O21P5 in a non-equilibrium geometry. The level of theory is ωB97M-V/def2-TZVPD.

Calculated values
Electronic energy   -7395.3680 Eh
Total charge   +1
HOMO   -11.7715 eV

Geometry (Å):
C (-0.544, 3.568, -1.729)
P (-0.796, 2.243, -2.952)
O (-2.143, 2.561, -3.755)
N (-1.279, 0.717, -1.920)
O (-1.686, -0.217, -2.885)
C (-2.475, 0.988, -1.077)
C (-2.745, -0.017, 0.014)
O (-3.136, -1.281, -0.430)
C (-1.521, -0.008, 0.992)
Br (-1.989, 1.384, 2.326)
I (-1.433, -1.843, 2.089)
C (-0.177, 0.477, 0.365)
C (1.121, 0.034, 1.037)
C (1.318, 0.632, 2.412)
O (0.952, 0.196, 3.448)
I (2.396, 2.524, 2.399)
C (-0.038, 0.282, -1.158)
N (0.506, -0.958, -1.656)
C (0.061, -2.047, -1.297)
O (-0.401, -3.066, -1.087)
H (0.272, 4.171, -2.121)
H (-1.428, 4.210, -1.717)
H (-0.357, 3.230, -0.714)
H (-2.871, 2.903, -3.211)
H (-1.101, -0.109, -3.658)
H (-3.322, 1.082, -1.752)
H (-2.369, 1.963, -0.597)
H (-3.586, 0.382, 0.577)
H (-2.659, -1.571, -1.215)
H (-0.181, 1.562, 0.488)
H (1.281, -1.041, 1.021)
H (1.917, 0.450, 0.420)
H (0.723, 1.022, -1.427)
C (3.285, 0.209, -2.158)
O (4.578, -0.362, -2.372)
P (5.569, 0.540, -3.221)
O (5.687, 1.923, -2.773)
O (5.038, 0.443, -4.719)
C (4.668, -0.834, -5.256)
O (6.869, -0.345, -3.180)
C (8.068, 0.199, -3.765)
H (2.536, -0.584, -2.105)
H (3.298, 0.766, -1.219)
H (3.016, 0.889, -2.972)
H (3.584, -0.939, -5.217)
H (5.131, -1.654, -4.709)
H (4.993, -0.869, -6.293)
H (7.858, 1.078, -4.375)
H (8.515, -0.570, -4.388)
H (8.757, 0.469, -2.969)
C (-7.699, -0.116, 4.964)
O (-6.938, -1.319, 4.759)
P (-6.412, -1.603, 3.297)
O (-5.666, -0.526, 2.649)
O (-7.689, -2.039, 2.460)
C (-8.635, -2.954, 3.035)
O (-5.606, -2.935, 3.568)
C (-4.845, -3.474, 2.478)
H (-8.423, -0.316, 5.748)
H (-7.033, 0.685, 5.276)
H (-8.227, 0.182, 4.057)
H (-9.488, -2.394, 3.416)
H (-8.195, -3.537, 3.842)
H (-8.970, -3.626, 2.249)
H (-5.105, -3.002, 1.531)
H (-5.037, -4.543, 2.408)
H (-3.798, -3.301, 2.698)
C (-4.568, -3.778, 6.230)
O (-3.498, -4.043, 7.154)
P (-2.309, -4.941, 6.632)
O (-1.688, -4.523, 5.376)
O (-2.895, -6.418, 6.550)
C (-3.701, -6.916, 7.627)
O (-1.378, -4.933, 7.905)
C (-0.096, -5.572, 7.797)
H (-5.485, -3.670, 6.803)
H (-4.362, -2.856, 5.697)
H (-4.691, -4.592, 5.515)
H (-4.752, -6.840, 7.353)
H (-3.527, -6.367, 8.551)
H (-3.446, -7.962, 7.779)
H (-0.025, -6.189, 6.902)
H (0.042, -6.198, 8.675)
H (0.678, -4.808, 7.770)
C (6.246, 4.605, -3.613)
O (6.721, 5.545, -4.600)
P (5.623, 6.419, -5.318)
O (4.678, 7.125, -4.460)
O (4.887, 5.420, -6.323)
C (5.670, 4.510, -7.103)
O (6.549, 7.315, -6.233)
C (5.920, 8.353, -7.000)
H (6.903, 3.746, -3.625)
H (6.273, 5.072, -2.631)
H (5.233, 4.275, -3.833)
H (5.650, 3.527, -6.633)
H (6.702, 4.844, -7.199)
H (5.223, 4.444, -8.092)
H (4.837, 8.239, -7.026)
H (6.309, 8.304, -8.014)
H (6.169, 9.317, -6.562)



Entry 3:
This record from OMol25 describes 6 unconnected molecules or ions with the total composition C21H49F2N2O11S2 in a non-equilibrium geometry. The level of theory is ωB97M-V/def2-TZVPD.

Calculated values
Electronic energy   -2762.4325 Eh
Total charge   -1
HOMO   -6.6031 eV

Geometry (Å):
C (2.548, -4.346, 1.467)
C (3.538, -3.103, 1.960)
C (3.055, -1.724, 1.215)
C (3.185, -0.364, 2.129)
C (2.501, 0.947, 1.421)
C (2.623, 0.964, -0.233)
C (1.212, 0.292, -0.811)
C (1.443, -0.765, -2.042)
C (0.960, -2.302, -1.741)
S (-0.866, -2.429, -1.198)
O (-1.272, -3.915, -1.543)
O (-1.813, -1.528, -2.014)
N (-0.941, -2.286, 0.525)
S (-2.005, -1.031, 1.091)
O (-1.544, -0.728, 2.573)
O (-1.815, 0.353, 0.355)
N (-3.674, -1.527, 1.227)
C (-4.173, -2.292, 0.027)
O (-4.707, -1.784, -1.087)
F (-4.112, -3.799, 0.116)
C (-4.596, -0.412, 1.656)
O (-5.916, -0.720, 1.770)
F (-4.217, 0.972, 2.022)
H (2.840, -4.690, 0.372)
H (1.418, -3.980, 1.394)
H (2.582, -5.266, 2.202)
H (3.587, -3.031, 3.132)
H (4.622, -3.372, 1.549)
H (3.678, -1.618, 0.230)
H (1.908, -1.855, 0.956)
H (2.595, -0.580, 3.138)
H (4.301, -0.124, 2.470)
H (1.379, 0.987, 1.781)
H (3.022, 1.920, 1.812)
H (2.601, 2.115, -0.543)
H (3.582, 0.407, -0.637)
H (0.514, 1.153, -1.213)
H (0.711, -0.247, 0.099)
H (2.622, -0.810, -2.222)
H (0.989, -0.417, -3.077)
H (1.062, -2.893, -2.771)
H (1.592, -2.878, -0.942)
C (0.139, 2.435, 5.641)
C (1.471, 2.780, 5.008)
O (1.304, 3.004, 3.616)
H (-0.288, 1.541, 5.175)
H (0.252, 2.255, 6.713)
H (-0.581, 3.247, 5.493)
H (2.181, 1.958, 5.138)
H (1.899, 3.680, 5.460)
H (0.678, 3.742, 3.511)
C (0.279, 7.025, 2.131)
C (0.880, 6.150, 1.050)
O (2.178, 5.722, 1.437)
H (0.913, 7.898, 2.315)
H (-0.719, 7.367, 1.845)
H (0.208, 6.478, 3.076)
H (0.970, 6.707, 0.112)
H (0.259, 5.268, 0.868)
H (2.086, 5.222, 2.266)
C (4.435, -5.434, -3.856)
C (3.551, -5.230, -2.643)
O (4.288, -4.598, -1.607)
H (5.306, -6.047, -3.599)
H (3.884, -5.924, -4.663)
H (4.818, -4.476, -4.222)
H (3.189, -6.191, -2.267)
H (2.686, -4.607, -2.889)
H (4.598, -3.742, -1.948)
C (-8.334, -1.672, -1.809)
C (-7.412, -1.747, -3.008)
O (-7.977, -1.035, -4.099)
H (-9.316, -2.092, -2.051)
H (-7.915, -2.220, -0.960)
H (-8.498, -0.632, -1.510)
H (-7.269, -2.787, -3.317)
H (-6.433, -1.317, -2.778)
H (-8.092, -0.111, -3.818)
C (-1.149, 4.087, -3.508)
C (-0.377, 3.282, -2.484)
O (1.008, 3.581, -2.576)
H (-0.792, 3.866, -4.520)
H (-2.218, 3.864, -3.454)
H (-1.003, 5.160, -3.347)
H (-0.507, 2.210, -2.662)
H (-0.718, 3.507, -1.469)
H (1.114, 4.533, -2.407)



Entry 4:
This record from OMol25 describes 2 unconnected molecules or ions with the total composition C21H49FN6O7P3S in a non-equilibrium geometry. The level of theory is ωB97M-V/def2-TZVPD.

Calculated values
Electronic energy   -3206.5844 Eh
Total charge   +1
HOMO   -10.9829 eV

Geometry (Å):
C (6.100, 0.683, 3.092)
C (4.539, 0.314, 3.167)
C (4.304, -0.858, 2.147)
C (2.793, -1.221, 1.883)
C (1.915, 0.039, 1.412)
C (1.248, -0.353, 0.041)
N (0.117, 0.493, -0.394)
C (0.200, 1.892, -0.341)
N (1.162, 2.739, -0.607)
C (2.451, 2.233, -1.149)
C (3.241, 3.256, -2.043)
C (2.402, 3.461, -3.380)
C (1.069, 4.196, -0.413)
S (2.295, 4.784, 0.876)
O (3.178, 5.851, 0.309)
O (3.007, 3.647, 1.513)
N (-1.117, 2.344, 0.082)
P (-1.950, 3.189, -1.247)
O (-1.610, 2.577, -2.610)
C (-1.930, 1.259, 0.749)
N (-3.344, 1.195, 0.464)
C (-1.566, 1.488, 2.278)
C (-2.774, 1.433, 3.285)
C (-3.668, 2.751, 3.307)
F (-3.546, 0.261, 3.199)
C (-1.255, 0.040, -0.025)
C (-1.435, -1.153, 1.004)
N (-1.259, -2.513, 0.412)
C (-0.482, -3.392, 1.352)
P (-1.939, -0.501, -1.700)
P (-3.969, -1.239, -1.603)
O (-4.901, -0.047, -1.834)
O (-4.436, -1.951, -0.161)
O (-4.189, -2.249, -2.940)
H (6.666, 0.275, 3.974)
H (6.274, 1.789, 3.040)
H (6.531, 0.267, 2.138)
H (3.995, 1.260, 2.923)
H (4.332, 0.035, 4.233)
H (4.860, -0.708, 1.179)
H (4.772, -1.778, 2.606)
H (2.759, -2.069, 1.154)
H (2.364, -1.588, 2.858)
H (2.630, 0.896, 1.363)
H (1.203, 0.236, 2.249)
H (1.034, -1.449, 0.069)
H (2.067, -0.263, -0.731)
H (3.159, 1.870, -0.353)
H (2.175, 1.393, -1.848)
H (4.202, 2.767, -2.369)
H (3.534, 4.208, -1.540)
H (2.400, 2.454, -3.889)
H (1.312, 3.672, -3.175)
H (2.847, 4.203, -4.081)
H (0.079, 4.500, 0.033)
H (1.146, 4.774, -1.366)
H (1.577, 5.420, 1.894)
H (-3.344, 3.312, -1.009)
H (-1.459, 4.541, -1.327)
H (-3.784, 0.335, 0.772)
H (-3.858, 2.030, 0.723)
H (-0.773, 0.812, 2.683)
H (-1.145, 2.529, 2.362)
H (-2.309, 1.407, 4.312)
H (-4.531, 2.703, 2.602)
H (-4.099, 2.784, 4.348)
H (-3.030, 3.660, 3.208)
H (-0.666, -1.096, 1.829)
H (-2.434, -1.162, 1.520)
H (-2.152, -2.995, 0.327)
H (-0.859, -4.440, 1.175)
H (-0.725, -3.177, 2.432)
H (0.612, -3.400, 1.133)
H (-1.146, -1.660, -2.029)
H (-5.395, -1.784, -0.098)
H (-4.611, -1.687, -3.616)
C (-1.564, -5.449, -2.034)
O (-0.700, -5.905, -1.311)
N (-1.731, -5.753, -3.344)
C (-2.791, -5.158, -4.134)
C (-0.824, -6.698, -3.970)
H (-2.307, -4.723, -1.664)
H (-3.440, -5.947, -4.521)
H (-2.350, -4.607, -4.968)
H (-3.383, -4.474, -3.528)
H (-0.882, -7.655, -3.448)
H (0.198, -6.322, -3.894)
H (-1.086, -6.837, -5.018)



Entry 5:
This record from OMol25 describes 4 unconnected molecules or ions with the total composition C21H49NO7 in a non-equilibrium geometry. The level of theory is ωB97M-V/def2-TZVPD.

Calculated values
Electronic energy   -1410.6459 Eh
Energy above the lowest of the compared OMol25 structures with the same formula, charge and spin   3.720 eV
HOMO   -7.9821 eV

Geometry (Å):
C (6.056, 8.730, -2.210)
O (6.985, 8.747, -1.125)
C (6.425, 8.651, 0.219)
C (5.560, 9.691, 0.876)
O (5.202, 9.267, 2.171)
C (6.051, 9.641, 3.240)
H (6.595, 8.797, -3.155)
H (5.389, 9.586, -2.115)
H (5.494, 7.801, -2.309)
H (7.363, 8.589, 0.770)
H (5.865, 7.724, 0.339)
H (4.672, 9.766, 0.249)
H (5.863, 10.731, 0.757)
H (6.929, 9.000, 3.163)
H (5.644, 9.409, 4.224)
H (6.574, 10.586, 3.090)
C (5.035, -0.233, 2.411)
O (4.710, 1.222, 2.270)
C (3.467, 1.630, 1.674)
C (2.291, 0.871, 2.182)
O (2.189, 0.901, 3.603)
C (1.698, 2.117, 4.149)
H (4.890, -0.747, 1.460)
H (4.477, -0.724, 3.208)
H (6.092, -0.299, 2.666)
H (3.575, 1.623, 0.589)
H (3.328, 2.673, 1.961)
H (2.312, -0.147, 1.794)
H (1.396, 1.260, 1.696)
H (0.691, 2.292, 3.768)
H (2.471, 2.870, 4.001)
H (1.610, 2.138, 5.235)
C (-1.351, 7.305, -1.766)
O (-1.795, 6.101, -2.387)
C (-1.256, 4.946, -2.009)
C (-2.167, 3.715, -2.335)
O (-1.455, 2.518, -2.318)
C (-2.243, 1.350, -2.553)
H (-0.280, 7.444, -1.914)
H (-1.427, 7.316, -0.679)
H (-1.853, 8.112, -2.299)
H (-1.158, 4.958, -0.924)
H (-0.259, 4.839, -2.437)
H (-2.559, 3.821, -3.347)
H (-2.867, 3.578, -1.511)
H (-1.565, 0.508, -2.415)
H (-2.482, 1.261, -3.613)
H (-3.164, 1.263, -1.976)
C (-5.453, -9.468, -1.170)
C (-4.592, -8.314, -1.692)
C (-5.429, -6.959, -1.340)
C (-5.350, -6.505, 0.084)
C (-3.882, -6.247, 0.524)
C (-3.008, -7.494, 0.319)
N (-3.264, -8.212, -0.935)
O (-2.528, -9.354, -1.197)
C (-1.615, -6.799, 0.432)
C (-3.220, -8.511, 1.414)
C (-4.465, -8.333, -3.255)
H (-5.819, -9.211, -0.176)
H (-4.766, -10.304, -1.038)
H (-6.293, -9.782, -1.790)
H (-5.227, -6.166, -2.061)
H (-6.470, -7.246, -1.489)
H (-5.716, -7.161, 0.874)
H (-5.807, -5.516, 0.119)
H (-4.062, -5.967, 1.562)
H (-3.443, -5.320, 0.155)
H (-1.459, -5.994, 1.151)
H (-0.825, -7.503, 0.694)
H (-1.450, -6.264, -0.504)
H (-3.168, -8.087, 2.417)
H (-4.193, -8.993, 1.323)
H (-2.572, -9.387, 1.374)
H (-4.101, -9.355, -3.363)
H (-3.743, -7.541, -3.454)
H (-5.374, -8.291, -3.855)
H (-1.726, -8.916, -1.489)